# 1
Density functional theory data (ωB97M-V with the def2-TZVPD basis set) for a molecular structure, C16H28As2S7SbTc.

```
55
Properties=species:S:1:pos:R:3:nbo_charge:R:1
Tc 1.10604 0.05636 0.51226 -0.506
C 0.78352 1.76336 3.45932 -0.547
C 1.46867 0.53542 4.01417 -0.555
S 2.24174 -0.45545 2.68620 0.534
C 1.66515 -2.11708 3.16287 -0.541
C 0.17335 -2.31182 2.97881 -0.538
S -0.45072 -1.69474 1.36662 0.500
C -1.94480 -0.79710 1.86304 -0.544
C -1.62261 0.38047 2.75701 -0.540
S -0.26805 1.37783 2.03729 0.568
H 1.49001 2.50904 3.09193 0.271
H 0.15522 2.24987 4.20899 0.303
H 0.78096 -0.10302 4.56569 0.250
H 2.27396 0.82119 4.69368 0.303
H 1.93903 -2.24324 4.21329 0.297
H 2.25288 -2.82263 2.58228 0.277
H -0.40011 -1.81835 3.76111 0.246
H -0.07467 -3.37369 3.01522 0.303
H -2.61744 -1.50072 2.35850 0.303
H -2.41972 -0.49454 0.92765 0.268
H -1.32961 0.07708 3.76041 0.251
H -2.48031 1.04881 2.85017 0.300
C 0.83332 2.88385 -2.27084 -0.931
As -0.25774 1.78496 -1.11339 1.274
C -1.35608 3.12216 -0.24903 -0.925
C -1.52388 0.83239 -2.21048 -0.290
C -2.55492 1.47542 -2.88148 -0.199
C -3.46602 0.71107 -3.60785 -0.133
C -3.35149 -0.67248 -3.65758 -0.126
C -2.30386 -1.31637 -3.00506 -0.179
C -1.39723 -0.54752 -2.28651 -0.457
As 0.26623 -1.24108 -1.66676 1.362
C 0.08810 -3.15884 -1.55937 -0.939
C 1.55584 -0.92713 -3.07288 -0.933
H 0.13121 3.45539 -2.88076 0.285
H 1.46137 2.28838 -2.92809 0.254
H 1.43253 3.57018 -1.67725 0.268
H -1.79188 3.70011 -1.06543 0.279
H -0.75379 3.78544 0.36777 0.269
H -2.15748 2.67099 0.32967 0.253
H -2.67688 2.55077 -2.85164 0.243
H -4.27620 1.20357 -4.12975 0.273
H -4.07275 -1.25470 -4.21608 0.272
H -2.20958 -2.39252 -3.07860 0.247
H 0.06678 -3.49999 -2.59696 0.291
H -0.84556 -3.41582 -1.06622 0.274
H 0.93077 -3.62962 -1.05907 0.273
H 1.05517 -1.16523 -4.01289 0.290
H 2.40845 -1.58555 -2.92488 0.269
H 1.87853 0.11061 -3.08604 0.246
S 5.23618 -0.38830 -1.37075 -0.106
Sb 5.06647 1.31610 0.28378 1.274
S 2.64238 1.66629 0.23837 -0.289
S 2.61502 -1.75148 0.06988 -0.080
S 4.60448 -1.26809 0.36967 0.186
```

Its HOMO energy (alpha / beta) is -20.35 / -20.35 eV. As for the charge: +4. The spin multiplicity is 1. For the largest force on an atom, the calculation gives 0.6 eV Å⁻¹. The calculation puts the LUMO energy (alpha / beta) at -0.544 / -0.544 Ha.

---

# 2
Density functional theory data (ωB97M-V with the def2-TZVPD basis set) for 2 unconnected molecules or ions with the total composition C4H8NS.

```
14
Properties=species:S:1:pos:R:3:nbo_charge:R:1
C 0.65747 -0.27168 1.16425 0.153
C -1.09116 -1.32250 -0.37612 -0.245
C -1.47411 -1.68810 1.03253 -0.229
C 1.51451 1.94823 -1.49793 -0.454
N -0.33216 -0.98624 0.74138 -0.242
S 1.52187 3.66991 -1.74787 0.214
H 1.37268 0.25226 0.50612 0.268
H -0.85529 -2.17882 -1.06498 0.269
H -1.87256 -0.75434 -0.86702 0.268
H -2.30076 -1.21098 1.65000 0.261
H -1.39564 -2.68668 1.46047 0.255
H 0.72975 1.62819 -2.29352 0.126
H 0.98971 -0.24045 2.19146 0.230
H 2.53568 3.84121 -0.89877 0.126
```

Its HOMO energy is -12.61 eV. As for the charge: +1. The spin multiplicity is 1. For the largest force on an atom, the calculation gives 5.1 eV Å⁻¹. The calculation puts the LUMO energy at -0.195 Ha.